Computed, not measured: a cluster of 9 separate species, C21H28F5NO21 in total, with wB97M-V/def2-TZVPD.

Computed properties:
Calculated total energy (eV): -80309.5709
HOMO (eV): -2.053
Net charge: -2
ΔE to the lowest compared entry with this formula, charge and spin (kJ/mol): 0.00
Gap between HOMO and LUMO (eV): 5.449

The geometry in XYZ format:
```
76
Properties=species:S:1:pos:R:3:forces:R:3
F 15.535381 -14.741127 -12.547499 -0.31 0.01 0.64
F 14.224164 -11.645170 -5.181318 0.21 -0.33 0.62
F 20.762990 -10.078325 -10.255723 0.07 -0.27 -0.23
F 21.445670 -8.450422 -14.508647 0.03 0.26 0.28
F 16.098955 -14.417795 -6.473487 0.36 0.21 0.45
O 22.181085 -12.119327 -15.029186 -0.19 -0.61 0.03
O 18.879125 -12.368353 -11.684434 0.38 0.12 0.03
O 20.818190 -11.241956 -13.437910 0.11 0.38 -0.83
O 20.890154 -10.344796 -15.491641 -0.35 -0.29 -0.01
O 15.084400 -12.499489 -9.975014 0.24 0.23 0.75
O 18.559747 -14.133333 -13.097178 0.84 0.63 0.18
O 16.630957 -10.538571 -14.122865 0.81 -0.18 -0.26
O 16.112018 -6.071448 -10.882147 0.42 0.57 0.62
O 21.723549 -7.917103 -8.458502 1.24 0.79 0.03
O 16.821095 -10.364938 -8.241648 0.71 -0.18 0.32
O 22.458775 -9.264377 -6.804407 -0.16 0.33 0.30
O 17.774120 -7.435285 -11.416633 1.03 -0.26 0.71
O 16.518601 -14.104851 -9.327403 0.65 -0.51 -1.00
O 16.861598 -12.845779 -12.534807 -0.59 -0.44 0.42
O 14.697353 -13.771807 -8.128199 0.04 -0.59 0.58
O 12.059759 -9.710767 -13.178877 -0.55 -0.96 0.48
O 16.021099 -11.514204 -6.479579 0.53 0.37 0.75
O 17.468840 -9.197615 -15.710949 0.58 -0.23 -0.30
O 13.863010 -9.972888 -11.914105 0.10 -0.30 0.85
O 20.644273 -9.784251 -8.044510 -0.36 -0.04 0.17
O 16.235343 -9.302299 -6.365982 0.13 0.51 0.24
N 16.665393 -10.109365 -11.309007 0.70 0.80 -1.03
C 16.302243 -15.337629 -8.665273 0.63 0.56 1.18
C 12.864004 -10.423743 -12.531699 1.06 1.34 -1.01
C 15.492533 -11.150314 -5.229668 -0.15 0.24 -0.27
C 16.255204 -13.867115 -13.291970 1.48 0.77 -1.10
C 18.340368 -5.333857 -10.432976 0.01 0.25 0.39
C 17.317381 -6.357002 -10.908083 -0.98 -1.15 -1.04
C 18.198068 -13.024769 -12.391033 -1.18 -1.09 -0.06
C 15.431357 -13.324767 -9.207886 -0.77 -0.37 -0.79
C 17.589345 -11.577118 -15.991429 0.89 -0.01 -0.37
C 20.379316 -9.324376 -14.682944 -0.18 0.22 0.06
C 21.350158 -11.344893 -14.676350 0.15 0.83 0.39
C 17.478964 -14.566253 -13.892630 -0.33 -0.32 -0.21
C 15.376088 -14.853742 -7.538970 -0.22 -0.62 -0.82
C 17.233308 -10.313951 -15.221277 -1.49 0.41 0.98
C 15.463076 -9.649876 -5.227118 0.05 1.36 0.06
C 20.626825 -7.890952 -9.358532 -1.47 -0.42 0.57
C 20.144878 -9.344447 -9.293269 0.05 0.97 0.03
C 16.454132 -10.383238 -7.115619 -1.06 -0.14 -1.27
C 20.035315 -10.019525 -13.398611 -0.05 0.07 0.95
C 12.816743 -11.955937 -12.683451 -0.25 0.19 -0.65
C 21.678903 -8.981978 -7.657061 -0.15 -0.72 -1.08
H 15.644436 -13.387825 -14.055453 -0.37 -0.02 0.34
H 20.791057 -7.538064 -10.373518 0.74 -0.21 0.08
H 17.976786 -12.311707 -15.284966 -0.09 -0.09 -0.03
H 17.445078 -15.653599 -13.838447 -0.24 0.03 0.10
H 16.135854 -11.430434 -4.392093 -0.41 -1.16 -0.14
H 17.267377 -15.686923 -8.299378 -0.05 0.15 0.26
H 18.975348 -10.221575 -13.252190 0.00 -0.28 -0.56
H 13.822640 -12.359236 -12.579784 -0.07 -0.07 0.41
H 17.810382 -4.558240 -9.879696 0.14 0.24 -0.23
H 19.536366 -8.771785 -15.096096 0.12 -0.26 -0.44
H 12.100477 -12.418502 -12.002568 0.11 -0.08 0.09
H 20.309855 -9.411545 -12.537249 0.37 -0.15 -0.09
H 19.065126 -9.445878 -9.379724 0.08 -0.27 0.20
H 19.111974 -5.736999 -9.773483 -0.16 -0.10 -0.14
H 18.857390 -4.948223 -11.312934 -0.08 0.22 0.03
H 12.500624 -12.143827 -13.713529 -0.21 -0.15 0.08
H 15.912259 -16.159787 -9.267239 -0.49 0.49 -0.39
H 17.600548 -14.266435 -14.933283 0.20 0.06 0.07
H 16.721527 -11.980660 -16.514238 -0.06 0.02 0.06
H 19.892047 -7.206747 -8.930986 -0.15 -0.32 -0.04
H 14.712525 -15.633982 -7.159310 -0.36 0.40 -0.18
H 16.944694 -10.478217 -12.233990 -0.57 -0.27 -0.08
H 15.911786 -9.186367 -4.347589 0.26 -0.29 0.00
H 14.465765 -9.209976 -5.283945 -0.12 -0.35 -0.41
H 16.907657 -10.733158 -10.552231 -0.27 -0.09 0.03
H 15.652856 -9.891717 -11.398124 -0.42 -0.28 0.04
H 17.204649 -9.219601 -11.277952 -0.45 0.51 0.36
H 18.388360 -11.365481 -16.706800 -0.15 -0.07 -0.15
```
Forces are in eV/Å.

Results of the Mulliken charge analysis, in e, for atoms 1 through 5: F -0.371; F -0.323; F -0.332; F -0.377; F -0.284

Computed, not measured: the molecule C4H5N3O, with wB97M-V/def2-TZVPD.

Computed properties:
Calculated total energy (eV): -10742.3463
HOMO (eV): -9.892
ΔE to the lowest compared entry with this formula, charge and spin (kJ/mol): 508.33
Gap between HOMO and LUMO (eV): 10.188

The geometry in XYZ format:
```
13
Properties=species:S:1:pos:R:3:forces:R:3
O 0.214771 -1.553575 -0.760931 1.12 -0.09 -0.21
N 1.530749 -1.003466 -0.431768 -0.41 1.78 -0.72
N -1.726961 -0.884418 0.270398 0.97 -0.37 0.22
N -1.827024 0.172596 -0.632295 1.15 -0.46 0.03
C 1.467598 0.255460 -0.121810 0.81 -2.68 0.74
C -0.858478 1.013188 -0.604044 -0.91 0.69 0.37
C 0.298502 0.985833 0.444262 -0.93 0.14 -1.51
C -0.677286 -1.638589 0.227999 -1.86 0.12 1.67
H 0.026988 0.489561 1.422374 0.05 0.83 -1.09
H 2.470895 0.683161 -0.063146 -0.23 -0.01 0.11
H 0.606952 2.016560 0.526963 0.00 0.28 0.63
H -0.557444 -2.440026 1.044407 -0.17 1.17 -1.46
H -0.969259 1.903717 -1.322410 0.42 -1.41 1.23
```
Forces are in eV/Å.

Results of the natural (NBO) charge analysis, in e, for atoms 1 through 5: O -0.428; N -0.089; N -0.291; N -0.229; C 0.083

Computed, not measured: a structure of composition C3H2CdO3, with wB97M-V/def2-TZVPD.

Computed properties:
Calculated total energy (eV): -13838.2747
<S²>: 0.751
HOMO (alpha / beta) (eV): -13.198 / -13.465
Spin multiplicity: 2
Net charge: +1
ΔE to the lowest compared entry with this formula, charge and spin (kJ/mol): 285.14
Gap between HOMO and LUMO (alpha / beta) (eV): 9.217 / 6.485

The geometry in XYZ format:
```
9
Properties=species:S:1:pos:R:3:forces:R:3
Cd -2.473326 2.384286 2.244746 -0.64 0.83 1.08
O -0.728665 -0.206763 -1.356854 0.59 -0.38 -0.13
O -1.582066 1.237931 0.755640 -0.89 -0.14 -1.40
O 0.391458 0.138777 0.787115 -1.09 0.35 -0.50
C 0.311398 -0.880030 -1.563470 -1.77 1.92 2.12
C 1.244072 -0.924545 -0.504376 0.36 -0.63 -1.01
C -0.689362 0.553607 0.369723 3.70 -2.34 -0.69
H 1.342803 -1.904459 -0.025172 -0.02 0.38 0.18
H 2.183688 -0.398805 -0.707352 -0.23 0.00 0.36
```
Forces are in eV/Å.

Results of the natural (NBO) charge analysis, in e, for atoms 1 through 5: Cd 0.965; O -0.484; O -0.768; O -0.497; C 0.450

Computed, not measured: a cluster of 2 separate species, C2H6N2 in total, with wB97M-V/def2-TZVPD.

Computed properties:
Calculated total energy (eV): -5147.4139
HOMO (eV): -9.246
ΔE to the lowest compared entry with this formula, charge and spin (kJ/mol): 434.74
Gap between HOMO and LUMO (eV): 10.565

The geometry in XYZ format:
```
10
Properties=species:S:1:pos:R:3:forces:R:3
N -0.147559 -1.956269 -0.233658 0.05 -1.32 0.37
N -0.821186 -1.056807 -1.179076 0.05 0.43 -0.97
C 0.625265 1.058234 0.387757 -1.68 -4.16 -0.86
C -0.544645 -0.678776 0.144776 1.67 4.44 1.03
H -1.307448 -0.547755 0.899002 -0.13 -0.28 0.01
H 0.325114 1.666437 -0.443146 -0.17 0.25 -0.19
H -1.787609 -1.353273 -1.333009 0.30 -0.24 0.36
H 1.628501 0.666194 0.296545 0.17 0.15 0.03
H 0.381946 1.411046 1.366159 -0.16 0.25 0.42
H 0.828935 -2.077109 -0.488113 -0.10 0.48 -0.20
```
Forces are in eV/Å.

Results of the natural (NBO) charge analysis, in e, for atoms 1 through 5: N -0.484; N -0.483; C -0.611; C 0.116; H 0.170

Computed, not measured: a cluster of 2 separate species, C7H7NO4 in total, with wB97M-V/def2-TZVPD.

Computed properties:
Calculated total energy (eV): -17043.7457
HOMO (eV): -8.565
ΔE to the lowest compared entry with this formula, charge and spin (kJ/mol): 729.88
Gap between HOMO and LUMO (eV): 7.677

The geometry in XYZ format:
```
19
Properties=species:S:1:pos:R:3:forces:R:3
O 0.912148 1.050667 2.478332 -4.80 2.80 2.53
O 2.218967 0.601596 0.034245 -3.63 0.82 2.29
O -1.542526 2.185454 0.375131 -2.01 -0.91 -1.56
O -2.486037 -0.442654 0.134636 -0.83 1.10 0.96
N 0.159463 2.081996 1.438117 3.33 1.51 9.05
C -0.545761 1.472269 0.564015 -2.67 0.67 -2.31
C -0.949721 -1.768952 -1.222945 1.53 2.56 -1.48
C 1.317501 -0.950825 -1.595771 4.17 -3.32 0.04
C -1.293900 -0.568956 -0.497553 3.17 -0.09 0.31
C 1.246153 -0.106823 -0.508313 -5.67 2.28 -1.13
C -0.182889 0.335228 -0.225915 1.25 -2.66 0.05
C 0.388612 -1.895287 -2.019532 -6.38 0.44 5.43
H 0.012520 1.223431 3.647259 3.59 -0.89 -4.53
H 2.371338 -1.366455 -1.704587 -0.87 0.97 -0.58
H 0.355324 -2.974024 -2.216832 1.45 0.74 -1.18
H -2.666731 0.357214 0.796715 1.43 -2.06 -2.59
H -0.554690 2.729482 2.099245 2.87 -2.19 -2.66
H -1.780680 -2.440576 -1.238468 -0.01 -0.90 -0.53
H 3.020910 0.477217 -0.337779 4.08 -0.87 -2.11
```
Forces are in eV/Å.

Results of the natural (NBO) charge analysis, in e, for atoms 1 through 5: O -0.556; O -0.622; O -0.631; O -0.688; N -0.300

Computed, not measured: the molecule C21H26N2O5S, with wB97M-V/def2-TZVPD.

Computed properties:
Calculated total energy (eV): -46252.9653
HOMO (eV): -7.800
ΔE to the lowest compared entry with this formula, charge and spin (kJ/mol): 153.42
Gap between HOMO and LUMO (eV): 8.367

The geometry in XYZ format:
```
55
Properties=species:S:1:pos:R:3:forces:R:3
S -1.991020 -2.362102 -0.846674 0.13 -0.19 0.06
O -0.867203 -2.339549 0.053963 0.04 0.20 0.24
O -1.185937 2.671909 0.594324 0.12 -0.20 0.16
O -3.454203 2.300234 -1.508265 0.15 0.21 -0.30
O -1.948860 -3.326327 -1.909428 -0.35 -0.08 -0.36
O -0.596336 4.558806 -0.485052 0.06 -0.19 0.08
N -3.416882 0.752473 0.128522 -0.23 -0.28 -0.12
N 4.522882 0.823492 -0.926866 0.32 0.05 -0.13
C -0.308226 3.459946 -0.082666 -0.17 0.46 -0.14
C -3.361869 0.399242 1.534190 0.25 0.07 0.37
C 3.412235 -2.628763 1.092267 -0.15 -0.06 -0.14
C 5.153136 -1.576251 -0.389406 0.00 -0.08 -0.04
C 1.195415 1.479245 0.128880 0.07 0.18 -0.08
C -3.639950 -0.245146 -0.919950 -0.45 0.38 -0.31
C -3.222873 2.013177 -0.350725 -0.03 0.27 0.31
C -2.560680 3.038533 0.570928 -0.22 0.40 -0.26
C 3.244560 2.964919 -1.153491 0.05 0.03 -0.02
C -3.547143 -2.548432 0.093852 0.54 0.21 -0.43
C -1.974061 0.026826 2.053769 -0.22 0.05 0.00
C 3.444769 1.641193 -0.776913 -0.59 0.08 0.21
C 2.019651 3.529381 -0.886132 -0.15 -0.01 0.06
C 4.227952 -0.411891 -0.391621 -0.27 -0.23 0.21
C -4.442809 -1.495015 -0.524040 -0.28 0.27 0.07
C 2.963176 -0.407152 0.117659 0.33 -0.14 -0.07
C 2.337430 -1.581079 0.790840 0.05 -0.08 -0.03
C 4.330659 -2.838630 -0.111660 0.13 0.04 0.19
C 2.426993 0.893377 -0.122638 0.36 0.28 -0.25
C 0.994317 2.798263 -0.255977 0.24 -0.15 -0.05
C -2.316663 -0.704266 -1.530166 -0.03 -0.56 0.23
H -2.662232 4.030335 0.116923 -0.10 -0.28 0.13
H 5.673156 -1.659031 -1.347911 0.03 0.01 0.02
H -2.934628 3.050437 1.595266 0.07 -0.03 -0.09
H 3.720488 -3.070492 -0.986305 0.01 -0.06 -0.07
H -4.209690 0.297698 -1.685706 0.22 -0.28 0.18
H 5.914426 -1.449617 0.388565 0.04 -0.02 -0.05
H -1.320220 0.892486 2.029802 0.07 0.02 0.03
H 4.023172 3.528154 -1.646315 0.05 0.09 -0.05
H -1.487919 -0.052445 -1.272808 0.11 0.00 0.03
H 5.393315 1.074006 -1.364628 -0.10 -0.02 0.04
H -2.058320 -0.310906 3.084325 0.02 -0.07 0.13
H -4.859185 -1.901011 -1.448136 -0.05 0.05 0.03
H 4.014265 -2.298095 1.942197 0.02 -0.03 0.08
H -1.523113 -0.767927 1.464536 0.05 -0.01 0.05
H -5.279817 -1.225639 0.121441 -0.02 -0.06 -0.04
H 0.413158 0.908708 0.600878 -0.13 -0.04 0.07
H -3.314721 -2.388082 1.140456 0.07 0.04 0.11
H 1.850145 -1.266152 1.716665 -0.07 -0.02 0.01
H -4.051977 -0.429316 1.697717 -0.05 0.12 0.01
H 1.555673 -2.007846 0.155798 0.01 -0.01 0.08
H 1.809137 4.549857 -1.165810 0.00 0.08 -0.04
H 5.000580 -3.681374 0.068660 -0.02 -0.01 -0.06
H 2.936066 -3.571941 1.362625 0.03 -0.01 0.08
H -3.750138 1.241841 2.111904 -0.06 -0.18 -0.03
H -3.912273 -3.557802 -0.060838 0.10 -0.12 -0.02
H -2.377781 -0.822261 -2.606835 0.01 -0.09 -0.10
```
Forces are in eV/Å.

Results of the natural (NBO) charge analysis, in e, for atoms 1 through 5: S 2.154; O -0.956; O -0.530; O -0.607; O -0.940

Computed, not measured: the ion CH4NO2Si with charge -1, with wB97M-V/def2-TZVPD.

Computed properties:
Calculated total energy (eV): -14566.5269
HOMO (eV): -3.316
Net charge: -1
ΔE to the lowest compared entry with this formula, charge and spin (kJ/mol): 0.00
Gap between HOMO and LUMO (eV): 7.531

The geometry in XYZ format:
```
9
Properties=species:S:1:pos:R:3:forces:R:3
Si -0.496601 -0.437540 0.308401 -0.03 -0.03 0.05
O 1.094854 -1.024906 -1.755250 0.35 0.16 0.00
O 2.180126 -0.481245 0.165892 0.86 0.29 0.29
N -0.861183 1.296616 0.393942 -0.02 -0.26 -0.01
C 1.190949 -0.688686 -0.548845 -0.96 -0.66 -0.40
H -1.611831 -1.074066 -0.444793 -0.13 0.06 0.06
H -0.009267 1.730593 0.727125 0.10 0.24 0.19
H -0.943247 1.616811 -0.562263 -0.14 0.19 -0.18
H -0.543798 -0.937577 1.715791 -0.03 0.01 -0.01
```
Forces are in eV/Å.

Results of the natural (NBO) charge analysis, in e, for atoms 1 through 5: Si 1.125; O -0.784; O -0.774; N -1.261; C 0.436

Computed, not measured: the ion C3H6N3O with charge +1, with wB97M-V/def2-TZVPD.

Computed properties:
Calculated total energy (eV): -9716.8357
HOMO (eV): -14.270
Net charge: +1
ΔE to the lowest compared entry with this formula, charge and spin (kJ/mol): 182.79
Gap between HOMO and LUMO (eV): 10.209

The geometry in XYZ format:
```
13
Properties=species:S:1:pos:R:3:forces:R:3
O 3.962702 -0.569949 0.037134 8.04 -1.80 0.26
N -1.358095 -1.033514 -0.211195 -3.84 -0.35 4.13
N 1.705647 -0.157820 -0.005381 -2.32 0.16 -0.03
N -0.134864 1.347912 -0.060510 -1.02 -0.67 -0.39
C 1.100063 1.074521 -0.207383 -0.35 0.42 0.08
C 2.912974 -0.292361 0.008828 -5.93 0.99 -0.27
C -1.324139 0.545544 0.216780 3.09 0.15 -0.44
H -0.612827 -1.756657 -0.028710 -0.59 1.21 -0.86
H 1.842771 1.856121 -0.532683 -1.29 -0.27 0.50
H -1.625077 0.536644 1.240962 0.74 -0.04 1.11
H -2.153928 -1.234373 -0.827576 1.43 -0.12 -1.76
H -2.204160 0.952548 -0.218834 -0.37 0.27 -1.38
H -2.111061 -1.268610 0.588563 2.43 0.04 -0.97
```
Forces are in eV/Å.

Results of the natural (NBO) charge analysis, in e, for atoms 1 through 5: O -0.353; N -0.770; N -0.670; N -0.451; C 0.327